No. 1
This record from the Open Molecules 2025 dataset describes C3H7NO2 in the gas phase. The level of theory is ωB97M-V/def2-TZVPD.

Atoms and positions in Å:
N -1.199 -1.076 -0.874
C -0.665 0.175 -1.171
O -0.679 0.644 -2.289
C -0.109 0.948 0.019
C 1.075 0.282 0.697
O 0.646 -0.956 1.248
H -0.890 -1.470 -0.001
H -2.189 -1.165 -1.016
H -0.919 1.057 0.754
H 0.175 1.944 -0.332
H 1.876 0.132 -0.040
H 1.453 0.943 1.489
H 1.424 -1.458 1.517

Cartesian forces (eV/Å) of the 6 atoms listed first:
N 0.1315 -0.0496 0.0380
C -0.0474 0.1941 -0.1664
O -0.2584 -0.0626 0.4202
C 0.0634 0.0633 0.0085
C 0.1425 0.3227 -0.1354
O 0.2439 -0.1911 0.1681

Properties
- frontier orbital gap (eV) = 10.39
- total charge = 0
- SMILES = NC(=O)CCO
- max |F| (eV/A) = 0.59
- LUMO level (eV) = 0.7
- HOMO level (eV) = -9.738
- relative energy (zero: lowest compared OMol25 entry of this formula, charge and spin) (kJ/mol) = 89.7

=====

No. 2
This record from the Open Molecules 2025 dataset describes C3H7NO2 in the gas phase. The level of theory is ωB97M-V/def2-TZVPD.

Atoms and positions in Å:
O -2.240 -1.516 -0.482
C -1.727 -0.639 0.163
C -0.451 0.191 -0.193
C 0.803 -0.114 0.734
O 1.730 1.077 0.499
N 0.027 0.148 -1.637
H -2.334 -0.183 0.985
H -0.817 1.151 -0.094
H 1.438 -1.038 0.596
H 0.471 0.098 1.821
H 2.180 1.390 1.299
H 1.072 0.231 -1.618
H -0.150 -0.797 -2.073

Cartesian forces (eV/Å) of the 6 atoms listed first:
O 0.7945 0.0465 0.0783
C -0.2400 0.6706 -0.8479
C 2.2559 -3.6236 -1.4778
C 0.0240 3.3788 1.9482
O -0.7852 -1.2268 -0.3766
N 0.2872 -1.7290 0.3880

Properties
- frontier orbital gap (eV) = 10.35
- total charge = 0
- SMILES = N[C@@H](C=O)CO
- max |F| (eV/A) = 4.52
- LUMO level (eV) = 0.7
- HOMO level (eV) = -9.646
- relative energy (zero: lowest compared OMol25 entry of this formula, charge and spin) (kJ/mol) = 266.0

=====

No. 3
This record from the Open Molecules 2025 dataset describes C3H7NO2 in the gas phase. The level of theory is ωB97M-V/def2-TZVPD.

Atoms and positions in Å:
C -0.465 0.417 0.330
C 0.755 0.130 -0.417
C -1.392 1.553 0.062
N 1.521 -2.086 0.252
O -0.374 -0.591 -0.708
O 1.915 -0.788 0.261
H -0.470 -0.214 1.240
H 1.230 0.801 -1.055
H -1.286 1.626 -1.074
H -1.166 2.464 0.590
H -2.451 1.139 0.212
H 1.280 -2.240 -0.711
H 0.904 -2.210 1.018

Cartesian forces (eV/Å) of the 6 atoms listed first:
C 0.9098 -1.7018 1.4142
C 1.1153 -2.2945 2.9633
C -1.2491 -1.8523 -2.0574
N 1.7477 -0.3500 -0.3501
O 0.0923 0.4173 -1.4140
O -1.5313 3.6750 -1.1839

Properties
- frontier orbital gap (eV) = 9.97
- total charge = 0
- SMILES = C[C@H]1O[C@@H]1ON
- max |F| (eV/A) = 4.15
- LUMO level (eV) = 1.0
- HOMO level (eV) = -8.963
- relative energy (zero: lowest compared OMol25 entry of this formula, charge and spin) (kJ/mol) = 496.5

=====

No. 4
This record from the Open Molecules 2025 dataset describes 2 unconnected molecules or ions with the total composition C3H7NO2. The level of theory is ωB97M-V/def2-TZVPD.

Atoms and positions in Å:
C -1.952 0.165 0.130
C -1.329 -0.707 -0.755
O 0.768 1.163 -0.718
C 1.221 0.266 0.002
O 0.527 -0.757 0.455
N 2.546 0.271 0.372
H -1.855 1.230 -0.063
H -0.852 -0.152 0.645
H -2.757 -0.185 0.769
H -1.487 -1.779 -0.686
H -0.688 -0.323 -1.541
H 2.829 -0.340 1.120
H 3.029 1.150 0.270

Cartesian forces (eV/Å) of the 6 atoms listed first:
C -0.2821 0.0154 -0.2253
C -0.1440 0.1361 0.1183
O 0.1151 -0.2310 0.1524
C 0.0547 -0.0278 -0.0018
O 0.0466 0.2900 -0.0435
N -0.0122 0.0860 0.0737

Properties
- frontier orbital gap (eV) = 9.39
- total charge = 0
- max |F| (eV/A) = 0.36
- LUMO level (eV) = -0.1
- HOMO level (eV) = -9.492
- relative energy (zero: lowest compared OMol25 entry of this formula, charge and spin) (kJ/mol) = 303.7

=====

No. 5
This record from the Open Molecules 2025 dataset describes 2 unconnected molecules or ions with the total composition C3H7NO2. The level of theory is ωB97M-V/def2-TZVPD.

Atoms and positions in Å:
N 1.962 0.658 -0.946
C 2.397 -0.246 -0.268
O 2.924 -1.087 0.361
C -0.708 0.114 1.205
C -1.071 -0.356 -0.189
O -0.893 0.745 -1.082
H 0.974 0.885 -1.084
H 0.299 0.542 1.216
H -1.405 0.884 1.547
H -0.730 -0.724 1.908
H -0.431 -1.199 -0.492
H -2.114 -0.699 -0.219
H -1.205 0.482 -1.958

Cartesian forces (eV/Å) of the 6 atoms listed first:
N 0.2777 -0.4046 0.2736
C 0.1131 -0.1130 0.0539
O -0.3519 0.5910 -0.4364
C 0.0147 0.0126 0.0388
C -0.0655 -0.2487 0.2412
O -0.0782 0.0019 -0.2989

Properties
- frontier orbital gap (eV) = 11.32
- total charge = 0
- SMILES = N=C=O.CCO
- max |F| (eV/A) = 0.81
- LUMO level (eV) = 0.6
- HOMO level (eV) = -10.687
- relative energy (zero: lowest compared OMol25 entry of this formula, charge and spin) (kJ/mol) = 97.3

=====

No. 6
This record from the Open Molecules 2025 dataset describes C3H7NO2 in the gas phase. The level of theory is ωB97M-V/def2-TZVPD.

Atoms and positions in Å:
O 2.035 1.634 1.090
C 1.299 1.351 0.175
C 0.500 0.066 0.267
N -0.576 0.171 -0.744
C -1.245 -1.123 -0.985
O -1.473 -1.771 0.249
H 1.032 1.978 -0.673
H 0.216 -0.085 1.306
H 1.047 -0.829 -0.080
H -1.245 0.908 -0.566
H -2.192 -1.075 -1.562
H -0.603 -1.822 -1.508
H -2.160 -1.418 0.815

Cartesian forces (eV/Å) of the 6 atoms listed first:
O 0.1475 0.6253 -0.8114
C -0.0305 -1.2627 1.8542
C -0.5709 -0.0173 -1.8642
N -0.5486 -1.0661 -0.4875
C -0.4108 0.8682 1.0082
O 0.1485 -1.3378 0.3282

Properties
- frontier orbital gap (eV) = 10.33
- total charge = 0
- SMILES = O=CCNCO
- max |F| (eV/A) = 2.24
- LUMO level (eV) = 0.7
- HOMO level (eV) = -9.594
- relative energy (zero: lowest compared OMol25 entry of this formula, charge and spin) (kJ/mol) = 208.9